[1]
Computed, not measured: a structure of composition C35H25IrN7O8 at a distorted geometry, with ωB97M-V/def2-TZVPD.

Geometry (Å):
N 0.0160 -0.1432 4.5607
C -2.1836 -2.8570 -4.4748
O -0.7879 2.7221 -1.9866
C 3.6864 3.3683 -0.2031
N 0.7403 -2.5446 0.1724
C 0.7581 0.9437 4.4052
C 2.6358 -1.8593 -3.1930
H -3.1016 -3.1840 -4.9386
C 0.1876 -2.5495 1.3782
C 2.9704 2.2441 -0.6166
H 1.1696 -3.1339 -4.8690
C -0.2690 -2.5009 4.3777
C -2.1458 0.5193 -0.1366
H 1.2134 1.5466 -1.6122
H -4.5047 -0.2183 -1.2144
C -4.6107 0.5397 -0.4527
O 4.9693 5.6199 0.5202
H 3.5183 -0.0952 3.1007
H -0.9444 -4.4112 3.8918
H 2.7362 -2.9438 -3.1956
C 1.8780 4.8134 -0.9733
N -0.1820 3.7763 -1.8574
C 1.7469 2.4177 -1.2379
H 2.7521 -1.4504 -4.1954
H -2.7251 3.3307 2.5541
C 1.3537 -3.6440 -0.2719
C 1.8508 -1.3421 3.6434
C 0.2304 -3.6420 2.2292
H -7.0825 2.3608 1.0956
C 0.8295 -4.8029 1.7465
H -6.7615 0.6302 -0.6413
C -1.3052 2.0424 1.6012
O -0.5914 4.8551 -2.1928
O 4.5699 0.7025 0.2191
H -0.9337 -3.8970 -5.8710
C -6.0916 2.0078 0.8535
C -3.4891 1.0153 0.1825
C 0.2297 -2.8358 -4.4335
N 1.9694 1.0209 3.8743
C 3.5062 0.8720 -0.3005
C 0.5618 -1.2983 4.1630
H 0.8694 -5.6889 2.3656
C -1.0424 -1.6230 -2.7646
N 3.8879 5.8141 0.0265
H 1.8900 -5.6809 0.0904
C -2.2262 -2.0394 -3.3599
C 1.4005 -4.8031 0.4832
O 0.1426 0.5338 0.6076
C -2.5758 2.5365 1.8354
H -0.4402 2.4297 2.1234
H 1.8075 -3.5921 -1.2485
C -5.9023 1.0281 -0.1197
O 3.3717 6.8847 -0.1796
O 2.7264 -0.1747 -0.6028
N -2.0808 -0.3281 -1.1702
C -1.0657 0.9887 0.6512
H 4.6489 3.2703 0.2819
C -0.9633 -3.2555 -5.0014
C 3.1296 4.6160 -0.4114
H -5.1082 3.2843 2.2348
H 1.4634 5.8062 -1.0809
C 2.5150 -0.1368 3.5075
H 3.3334 -1.4047 -2.4971
H -0.3001 -1.6368 1.6950
C 1.1955 3.6766 -1.3642
H -3.1652 -1.7200 -2.9360
C -4.9978 2.5113 1.4876
H 0.3231 1.8747 4.7543
C -0.3703 -3.5521 3.5671
C -3.6727 2.0234 1.1711
N -0.9744 -0.8003 -1.6059
C 0.1796 -2.0201 -3.3169
H -0.8285 -2.4978 5.3050
Ir 0.8169 -0.5445 -0.9022
H 2.3250 -2.2736 3.3746
O 1.3171 -1.5015 -2.7022

Cartesian forces (eV/Å) of the 2 atoms listed first:
-0.013 -0.233 -0.063
-0.139 0.161 0.202

Output
**Net charge**: +2
**Frontier orbital gap (alpha / beta)**: 6.14 / 4.83 eV
**Spin multiplicity**: 2
**<S²>**: 0.869


[2]
Computed, not measured: a structure of composition C35H26AsF5IrN5O7S3Se at a distorted geometry, with ωB97M-V/def2-TZVPD.

Geometry (Å):
C 1.6871 -0.9023 6.5183
C 2.5322 -3.8923 -3.1042
N 1.1403 0.5504 -2.3174
H -2.0393 6.9712 -4.0817
H 3.0392 -2.6552 -1.4346
C -2.3214 -2.6552 -1.8184
H -1.2494 3.7797 -0.4021
C 1.6508 0.5284 2.2439
C -1.0365 0.9881 -1.4405
H 2.8563 -4.8004 -2.6222
F 0.6719 2.1275 0.7888
H 1.1896 -2.7884 -5.9992
C 0.9628 1.7371 -3.1180
C 2.3804 -0.1825 -2.3388
C 1.7683 -2.2647 6.2769
C 4.1839 1.6634 1.5568
C 3.0096 2.1615 0.9839
N -2.4987 -2.1041 -0.6340
O -2.2612 0.3464 2.6866
C 0.1489 0.2408 -1.4498
S -1.2442 -2.6904 3.6156
F 5.2208 0.1392 3.0269
H -1.1736 2.6302 4.4048
O -1.4422 -4.1168 3.7217
F 2.8372 -0.9786 3.6482
H -3.1608 2.3489 -1.6709
C 2.8837 0.0499 2.7944
C -1.8605 6.2769 -3.2759
As -1.5609 0.3692 4.2142
C -1.4209 4.4820 -1.2044
C -2.2626 4.9607 -3.4076
H 1.1462 2.6280 -2.5057
C 1.7881 1.6376 1.3514
H -0.6556 2.6581 -4.2299
C 2.2392 -1.5088 -3.0522
C -0.0239 -2.0799 4.7303
C -0.4766 1.7648 -3.6305
H 2.3598 -0.4373 7.2221
C -3.3921 -4.2443 0.1565
H 2.4963 -2.8641 6.7965
N -1.3779 1.7514 -2.5041
S 0.3826 -1.0833 -0.3404
O -2.4394 -1.9414 3.9697
H 0.6684 0.9422 6.0397
H 2.7086 -0.3643 -1.3104
F 5.3648 2.1655 1.2161
H -3.3113 -5.8622 -1.2670
F 3.0651 3.1267 0.0580
O -0.6337 1.9062 4.0752
H 0.9390 -3.9249 5.1580
C -2.6497 -3.9880 -2.0896
C 4.1043 0.6136 2.4798
Ir -1.4056 -0.7313 1.2051
C 0.9109 -2.8668 5.3699
O -2.6309 0.6830 5.3746
H 1.4016 -0.6431 -4.8248
H -2.7576 4.6362 -4.3098
C 1.5968 -2.7626 -5.0008
C -3.1421 -4.8111 -1.0993
O -0.7369 -2.3877 2.2507
Se -3.8206 -3.6303 2.5745
H 1.6704 1.7291 -3.9468
C -2.5177 2.6316 -2.5052
C -1.0217 5.8000 -1.0743
C -2.0611 4.0632 -2.3679
C 2.0109 -3.9313 -4.3851
H 1.9267 -4.8712 -4.9045
H -0.5380 6.1283 -0.1671
S -2.0810 1.0440 -0.0218
C 2.6394 -2.6854 -2.4359
H 3.1272 0.4381 -2.8385
H -1.8825 -2.0306 -2.5846
H -0.9051 7.7188 -2.0184
C 1.7141 -1.5548 -4.3376
C -0.1047 -0.7299 4.9607
H -2.4724 -4.3700 -3.0821
O 0.5458 -0.0143 2.5015
N -3.2744 -2.3689 1.5267
C 0.7428 -0.1222 5.8650
C -3.0654 -2.8536 0.3105
H -3.0662 2.4927 -3.4403
H -0.6547 0.8765 -4.2494
C -1.2315 6.6949 -2.1135
N -3.8470 -4.7886 1.2863

Cartesian forces (eV/Å) of the 2 atoms listed first:
-0.086 -0.004 0.000
0.022 -0.051 -0.002

Output
**Net charge**: +1
**Frontier orbital gap (alpha / beta)**: 5.08 / 4.80 eV
**Spin multiplicity**: 2
**<S²>**: 0.767


[3]
Computed, not measured: a structure of composition C35H26AuN3O2P, with ωB97M-V/def2-TZVPD.

Geometry (Å):
C -2.5467 4.2514 -1.3160
Au 0.3021 0.7916 0.0615
P -1.4298 1.6851 -1.1572
H 3.1939 0.8065 -0.9789
H -4.8117 0.1800 1.3569
H -1.0769 0.5189 -3.8899
C 0.3440 3.2956 -2.5445
C -3.4965 5.3982 0.5733
H -4.6839 -3.5359 -2.1079
H 1.1146 -0.5726 3.8301
C -3.6680 -3.2046 -0.2666
C -0.5007 2.1854 -2.6484
C -3.5939 -0.1675 3.0874
C -2.4771 3.2435 0.8739
C 3.3358 0.4754 0.0420
C -6.0128 0.1013 3.1091
C -3.2014 5.3517 -0.7823
C 1.1857 3.6362 -3.5894
H -3.1690 2.0267 -3.3607
C -6.0193 -0.0445 4.4889
C -3.6214 -0.3213 4.4866
C -2.1870 3.1893 -0.4888
C -0.4560 1.4012 -3.7990
H 3.6431 -0.6504 3.6767
C -3.4119 1.0625 -2.9312
C 1.2095 2.8624 -4.7433
H 1.8257 4.5055 -3.5050
O -2.4444 0.0487 0.9504
H -2.1890 2.4251 1.5225
C 4.5891 0.2369 0.5427
H 5.4571 0.3690 -0.0871
H 0.3301 3.9003 -1.6448
H -3.4768 6.1760 -1.4270
H 0.4143 1.1337 -5.7363
C -3.9168 -1.5195 -1.9754
H 5.6861 -0.3580 2.3066
H -6.9351 0.2640 2.5678
H -6.9493 0.0092 5.0417
H -2.7944 -2.5269 1.5985
C -4.4588 -1.0799 -3.2065
C 4.7079 -0.1731 1.8822
C 3.5841 -0.3360 2.6431
O -2.4683 -0.5422 5.1614
C -2.8605 -0.9863 0.1356
N -0.0598 -0.0609 2.1853
C 2.3141 -0.0936 2.0763
C -4.8131 0.0456 2.4291
C -3.1336 4.3450 1.4008
C 1.1233 -0.2661 2.7935
C -4.2676 0.1990 -3.6414
H -4.8370 -0.3540 6.2463
H -2.3153 4.2273 -2.3733
C -3.0481 -2.2598 0.5796
H -3.3554 4.3817 2.4599
N -1.1861 -0.1847 2.8200
C -2.8220 0.6671 -1.7570
H -4.7230 0.5360 -4.5635
H -3.8167 -4.2141 0.0936
H 1.8635 3.1303 -5.5625
H -2.6691 -0.6422 6.0976
N 2.2210 0.3245 0.7788
C -3.1676 -0.6018 -1.1972
C -4.8324 -0.2487 5.1668
H -4.0064 6.2590 0.9869
C -4.1335 -2.8355 -1.4922
C 0.3935 1.7446 -4.8423
H -5.0505 -1.7767 -3.7888
C -2.3543 -0.1478 2.3076

Cartesian forces (eV/Å) of the 2 atoms listed first:
-0.077 -0.024 0.022
0.305 -0.002 0.055

Output
**Net charge**: +1
**Frontier orbital gap (alpha / beta)**: 6.49 / 5.77 eV
**Spin multiplicity**: 3
**<S²>**: 2.032